# 1
Density functional theory data (ωB97M-V/def2-TZVPD) for the molecule C4H5N3O3 at a distorted geometry.

```
15
Properties=species:S:1:pos:R:3:forces:R:3:nbo_charge:R:1
N -2.8932 -0.1537 -0.2364 -0.40 0.10 0.16 -0.83
C 1.5739 -0.9598 0.0579 -0.14 0.59 0.00 -0.40
C 2.8995 -0.5740 0.3690 -0.47 0.50 -0.07 -0.03
H 3.7603 -1.1976 0.5011 0.27 -0.03 0.06 0.22
H -0.7605 2.4767 -0.0290 -0.16 -0.42 -0.16 0.48
O -1.1996 -1.6323 -0.5822 0.24 -0.30 -0.03 -0.63
C 0.9581 0.2472 0.0293 -4.86 -0.74 -0.90 0.48
O 1.7694 1.2554 0.2767 -1.34 0.18 -0.26 -0.30
N -0.7451 0.5872 -0.3332 6.00 0.46 0.61 -0.17
H 1.1479 -1.9234 -0.1114 -0.13 -0.14 -0.04 0.28
H -3.1553 0.8065 -0.1011 0.06 -0.06 0.04 0.41
H -3.6112 -0.8427 -0.3766 0.22 -0.06 0.00 0.41
N 3.0039 0.7238 0.4958 1.54 -0.26 0.29 -0.12
O -1.1561 1.6994 0.3998 -0.23 0.00 0.24 -0.55
C -1.5919 -0.5126 -0.3597 -0.61 0.18 0.07 0.75
```
Forces are in eV/Å.

Its orbital gap is 0.37343 hartree. The energy above the lowest of the compared OMol25 structures with the same formula, charge and spin comes out at 4.845 eV. As for the multiplicity: 1. The SMILES is NC(=O)N(O)c1ccno1.

***

# 2
Density functional theory data (ωB97M-V/def2-TZVPD) for the molecule C3H6Si at a distorted geometry.

```
10
Properties=species:S:1:pos:R:3:forces:R:3:nbo_charge:R:1
C -0.6790 0.4059 -0.0472 0.40 0.19 -0.10 -0.83
H -0.7568 0.8560 -1.0403 0.35 0.09 0.04 0.25
H 1.5472 -1.0800 -0.9675 0.00 -0.28 -0.06 -0.16
Si 1.1590 -0.1921 0.1297 -1.26 1.10 -0.20 0.88
H -0.8379 1.2147 0.6715 0.36 0.05 -0.08 0.25
H 1.8260 1.1145 -0.0386 0.30 -0.11 0.04 -0.16
H -1.6140 -1.6458 0.0910 -0.50 -0.08 0.01 0.26
C -2.9065 0.1540 0.1398 0.32 -0.79 0.10 0.23
C -1.8451 -0.5912 0.0876 -0.03 0.07 0.04 -0.58
H 1.4397 -0.7363 1.4543 0.06 -0.26 0.20 -0.16
```
Forces are in eV/Å.

Its orbital gap is 0.36319 hartree. The energy above the lowest of the compared OMol25 structures with the same formula, charge and spin comes out at 2.504 eV. As for the multiplicity: 1.

***

Repeat the second record exactly.
Density functional theory data (ωB97M-V/def2-TZVPD) for the molecule C3H6Si at a distorted geometry.

```
10
Properties=species:S:1:pos:R:3:forces:R:3:nbo_charge:R:1
C -0.6790 0.4059 -0.0472 0.40 0.19 -0.10 -0.83
H -0.7568 0.8560 -1.0403 0.35 0.09 0.04 0.25
H 1.5472 -1.0800 -0.9675 0.00 -0.28 -0.06 -0.16
Si 1.1590 -0.1921 0.1297 -1.26 1.10 -0.20 0.88
H -0.8379 1.2147 0.6715 0.36 0.05 -0.08 0.25
H 1.8260 1.1145 -0.0386 0.30 -0.11 0.04 -0.16
H -1.6140 -1.6458 0.0910 -0.50 -0.08 0.01 0.26
C -2.9065 0.1540 0.1398 0.32 -0.79 0.10 0.23
C -1.8451 -0.5912 0.0876 -0.03 0.07 0.04 -0.58
H 1.4397 -0.7363 1.4543 0.06 -0.26 0.20 -0.16
```
Forces are in eV/Å.

Its orbital gap is 0.36319 hartree. The energy above the lowest of the compared OMol25 structures with the same formula, charge and spin comes out at 2.504 eV. As for the multiplicity: 1.

***

Question: What is the orbital gap in the second record?
Answer: 0.36319 hartree